1.
{"formula": "C22H29Cl2CrN7O2S", "method": "the ωB97M-V functional and the def2-TZVPD basis", "species": ["Cr", "N", "C", "S", "N", "N", "C", "C", "C", "C", "C", "C", "C", "C", "C", "C", "C", "C", "N", "H", "H", "H", "H", "H", "H", "H", "H", "H", "H", "H", "C", "C", "C", "C", "O", "H", "H", "H", "H", "H", "H", "H", "H", "H", "C", "N", "C", "C", "O", "N", "C", "N", "H", "H", "H", "H", "H", "H", "H", "Cl", "C", "Cl", "H", "H"], "positions_angstrom": [[1.26844, 0.35729, 0.52832], [1.08246, 2.29815, 4.21133], [0.73488, 1.80069, 3.02081], [1.57084, 2.39124, 1.59804], [-0.24785, 0.93772, 2.96877], [-0.51102, 0.58512, 1.67468], [-1.75293, 0.38611, 1.38012], [-2.82015, 0.55514, 2.40307], [-3.11021, 1.82876, 2.88210], [-4.13482, 1.99956, 3.80059], [-4.85844, 0.90321, 4.24700], [-4.56151, -0.36743, 3.77467], [-3.54762, -0.54286, 2.84580], [-2.19349, 0.14057, 0.00043], [-3.50610, 0.39997, -0.37112], [-3.92260, 0.17706, -1.67077], [-3.02265, -0.29677, -2.61360], [-1.71737, -0.52704, -2.24216], [-1.34110, -0.31649, -0.95672], [1.92292, 2.83882, 4.30896], [0.64298, 1.92089, 5.03599], [-2.53034, 2.67790, 2.54208], [-4.36506, 2.98906, 4.17254], [-5.65462, 1.04006, 4.96654], [-5.12020, -1.22282, 4.13015], [-3.31508, -1.53443, 2.47532], [-4.19393, 0.76844, 0.37497], [-4.95119, 0.37121, -1.94227], [-3.29698, -0.48923, -3.64057], [0.29309, -0.63286, -2.88875], [4.73293, -0.33486, -1.00137], [3.74924, 0.78504, -1.32982], [3.30345, 0.70980, -2.78663], [4.32275, 2.15789, -0.99595], [2.59960, 0.57821, -0.53248], [5.59230, -0.30056, -1.67189], [4.24182, -1.30204, -1.10292], [5.09637, -0.23477, 0.02214], [4.15537, 0.85437, -3.45215], [2.56518, 1.48547, -2.99680], [2.86856, -0.26957, -2.99497], [5.16036, 2.39530, -1.65323], [4.67936, 2.18599, 0.03433], [3.55829, 2.92579, -1.12166], [-1.52879, -3.39467, -3.48559], [-0.48938, -2.54354, -2.91401], [-0.33822, -2.86981, -1.49510], [0.43345, -1.83721, -0.70826], [1.48255, -2.04082, -0.10097], [-0.04148, -0.58333, -0.58712], [-0.65571, -1.10447, -3.16061], [-1.01576, -0.87619, -4.54067], [-1.22135, -4.43201, -3.35840], [-1.64867, -3.19535, -4.54452], [-2.50331, -3.26629, -2.98923], [0.17187, -3.82483, -1.38555], [-1.32589, -2.96729, -1.00770], [-1.00336, 0.11671, -4.74513], [-0.31932, -1.31100, -5.13656], [2.93338, -0.95164, 2.57947], [4.21028, 0.26504, 2.84146], [4.22991, 0.84933, 4.50283], [4.00271, 1.09945, 2.18032], [5.16116, -0.20518, 2.62244]], "forces_ev_per_angstrom": [[0.4874, -0.1777, 0.1475], [-0.1404, -0.0759, 0.0283], [0.2451, 0.1235, -0.0149], [0.0812, 0.0906, 0.0223], [-0.1655, -0.0935, 0.0741], [0.1226, -0.0513, -0.1452], [0.1812, 0.0102, 0.3700], [-0.0546, 0.0916, -0.0680], [-0.0734, -0.0321, 0.0655], [0.0631, 0.0510, -0.0423], [-0.0253, -0.0562, 0.0141], [-0.0513, 0.0049, 0.0535], [0.0459, 0.0204, -0.0504], [-0.0066, -0.0747, -0.2040], [0.0333, -0.0168, -0.0189], [0.0285, -0.0284, -0.0540], [-0.0775, 0.0627, 0.0446], [0.0109, -0.0547, -0.0629], [-0.1441, -0.0062, -0.0750], [0.0060, -0.0065, -0.0333], [0.0133, 0.0158, -0.0044], [-0.0105, 0.0051, -0.0078], [0.0040, -0.0011, -0.0054], [0.0032, -0.0103, 0.0003], [0.0010, 0.0012, -0.0034], [-0.0015, -0.0028, -0.0062], [0.0416, -0.0067, 0.0110], [0.0020, -0.0013, -0.0244], [-0.0162, 0.0031, 0.0018], [0.0133, 0.0230, 0.0168], [-0.0284, 0.0614, -0.0322], [0.2419, 0.0470, -0.0672], [0.0566, 0.0105, 0.0156], [-0.0043, -0.0422, -0.0805], [-0.5541, 0.0610, 0.0662], [-0.0075, 0.0266, 0.0019], [0.0030, -0.0254, -0.0078], [-0.0167, -0.0141, 0.0092], [-0.0147, 0.0041, 0.0052], [-0.0095, -0.0033, 0.0096], [-0.0057, -0.0080, 0.0084], [0.0036, -0.0252, 0.0142], [-0.0227, 0.0093, 0.0177], [0.0040, 0.0063, -0.0061], [-0.0228, -0.0152, 0.0163], [0.0044, 0.0866, 0.0024], [0.1275, -0.0351, -0.0225], [-0.0858, -0.2168, 0.0390], [0.0360, 0.0473, 0.0430], [-0.3270, 0.3071, -0.1590], [0.0734, -0.0939, 0.0678], [-0.0177, 0.0358, 0.0084], [-0.0059, 0.0052, 0.0047], [-0.0058, -0.0222, -0.0086], [0.0028, 0.0169, -0.0110], [0.0116, 0.0087, -0.0335], [0.0066, -0.0082, 0.0247], [0.0197, -0.0083, -0.0092], [-0.0226, -0.0296, -0.0011], [-0.0306, 0.0544, 0.0371], [-0.0561, -0.0045, -0.0320], [0.0541, 0.0101, 0.0067], [-0.0133, -0.0075, 0.0057], [-0.0108, -0.0462, 0.0376]], "e_homo_ev": [-11.16, -11.02], "lumo_energy_ev": [-4.17, -4.15], "multiplicity": 2, "total_charge": 1}



2.
{"formula": "C22H29Cl2Si", "method": "the ωB97M-V functional and the def2-TZVPD basis", "species": ["C", "C", "C", "C", "C", "Si", "C", "C", "H", "H", "H", "H", "H", "H", "H", "H", "H", "H", "H", "H", "H", "H", "H", "H", "H", "H", "Cl", "C", "C", "C", "C", "C", "C", "C", "C", "C", "C", "C", "Cl", "C", "C", "C", "C", "H", "H", "H", "H", "H", "H", "H", "H", "H", "H", "H"], "positions_angstrom": [[-3.82900, -4.73438, 6.27857], [-4.46011, -5.27155, 4.98882], [-3.61823, -6.44802, 4.48354], [-5.87473, -5.76040, 5.32351], [-4.48354, -4.12967, 3.95812], [-5.01337, -4.55290, 2.15976], [-6.87900, -4.88510, 2.14922], [-4.71661, -2.97642, 1.16362], [-4.13322, -5.84390, 1.52630], [-4.41249, -3.89201, 6.67174], [-3.78952, -5.51593, 7.04962], [-2.80617, -4.38302, 6.09347], [-4.04410, -6.89666, 3.57828], [-2.59619, -6.12451, 4.24642], [-3.55994, -7.23803, 5.24762], [-6.37563, -6.21630, 4.46232], [-5.83052, -6.51439, 6.12347], [-6.49596, -4.92735, 5.67966], [-5.12852, -3.31621, 4.32766], [-3.46747, -3.71991, 3.85881], [-7.42117, -4.20925, 2.82532], [-7.24159, -4.72300, 1.12735], [-7.09152, -5.92225, 2.42762], [-5.27162, -2.12278, 1.58002], [-3.64656, -2.73588, 1.15298], [-5.04668, -3.14299, 0.13089], [-5.12492, -8.13281, -7.16524], [-4.89739, -7.94998, -5.47630], [-5.97205, -8.18970, -4.59774], [-5.77260, -8.06836, -3.22817], [-4.50167, -7.71014, -2.69224], [-4.30905, -7.68623, -1.27182], [-3.16248, -7.24600, -0.62773], [-2.96613, -7.34596, 0.77480], [-1.61213, -7.17461, 1.30021], [-1.09520, -7.97040, 2.35840], [0.17558, -7.74004, 2.88739], [0.96042, -6.69673, 2.36191], [2.52208, -6.39465, 3.00631], [0.47460, -5.90347, 1.30524], [-0.78366, -6.16213, 0.78505], [-3.45477, -7.43869, -3.60654], [-3.63850, -7.55652, -4.97614], [-6.93594, -8.47075, -5.00311], [-6.59072, -8.26951, -2.54054], [-5.14450, -8.02294, -0.64724], [-2.38319, -6.76144, -1.24340], [-3.61106, -8.05103, 1.30505], [-1.70290, -8.78511, 2.76197], [0.57265, -8.34731, 3.69509], [1.09935, -5.11074, 0.90825], [-1.16632, -5.53738, -0.03632], [-2.46449, -7.16055, -3.22654], [-2.83321, -7.35774, -5.67387]], "forces_ev_per_angstrom": [[0.0826, -0.0237, 0.1292], [0.0238, -0.0129, 0.2729], [0.1035, -0.1307, 0.1203], [-0.0520, -0.0356, 0.0813], [0.2535, -0.6646, -0.7544], [-0.0224, 0.2229, 0.6808], [0.4489, -0.4371, -0.5212], [0.2712, -0.5941, -0.2458], [-1.0082, 1.5374, 0.6739], [0.1191, -0.1561, -0.0482], [-0.0073, 0.1817, -0.1233], [-0.1526, -0.0469, 0.0552], [-0.0225, 0.0406, 0.1151], [-0.1178, -0.0406, 0.0375], [0.0118, 0.2166, -0.1723], [0.0987, 0.0685, 0.1460], [-0.0406, 0.1927, -0.2020], [0.0921, -0.1853, -0.0751], [0.0961, -0.1315, -0.2708], [-0.1001, 0.0517, 0.1582], [0.3037, -0.1640, -0.1347], [-0.1344, -0.0566, 0.1607], [-0.1722, 0.1916, -0.0258], [0.1272, -0.3487, -0.0328], [-0.2035, 0.1014, -0.0564], [0.0803, 0.2223, 0.0981], [0.0326, 0.0300, 0.1505], [0.0409, 0.1372, 0.8358], [0.4993, 0.1838, 0.0952], [0.4863, -0.0578, -0.0490], [-0.3838, -0.1866, -0.5945], [0.2339, 0.3464, 0.4122], [-0.2779, 0.7712, 0.1005], [1.4661, -1.8780, -1.5386], [-0.1419, 0.3859, 0.6874], [-0.1831, 0.2321, 0.1170], [-0.2021, 0.2453, -0.5465], [-0.7340, -0.1705, -0.2792], [-0.1424, -0.0151, -0.0417], [-0.0003, -0.4084, 0.2252], [0.0116, 0.4357, -0.3511], [0.1874, -0.0096, -0.0685], [-0.4675, -0.1029, 0.1908], [0.0637, 0.0120, 0.0677], [0.0798, 0.0142, -0.1479], [0.2331, -0.0042, -0.2168], [-0.4443, -0.4657, 0.5790], [-0.1544, 0.6055, 0.1389], [0.1749, 0.3161, -0.0557], [-0.1298, 0.0515, -0.1555], [-0.1298, -0.0803, 0.0342], [0.2991, -0.2111, 0.5133], [-0.4444, -0.1396, -0.2915], [-0.0521, -0.0361, 0.1224]], "e_homo_ev": -11.76, "lumo_energy_ev": -5.72, "total_charge": 1}